(1)
Entry from the Open Molecules 2025 dataset: a 14-piece molecular cluster, C3H33NO15 overall (the ωB97M-V functional and the def2-TZVPD basis).

2S+1: 1
Gap between HOMO and LUMO, eV: 9.73
Charge: 0
Energy above the lowest of the compared OMol25 structures with the same formula, charge and spin, eV: 3.898

Last column: Mulliken charge in e.
CARTESIAN COORDINATES (ANGSTROEM)
C1 -2.42 0.40 0.51  -0.75
C2 -1.27 -0.16 -0.23  0.14
C3 -0.29 1.02 -0.49  0.59
O1 0.90 0.89 -0.30  -0.12
O2 -0.80 2.22 -0.77  -0.58
N1 -3.39 -0.72 0.73  -0.61
H1 -2.94 1.32 0.03  0.25
H2 -2.13 0.94 1.43  0.20
H3 -1.49 -0.75 -1.13  0.78
H4 -0.64 -0.96 0.29  -0.28
H5 1.01 3.67 1.13  0.32
H6 -3.74 -0.78 1.65  0.27
H7 -2.88 -1.61 0.52  0.29
H8 2.03 1.49 -4.13  0.32
H9 0.95 2.56 -3.49  0.29
O3 1.44 2.20 -4.25  -0.64
H10 -0.91 -1.01 -3.16  0.32
H11 -0.01 -1.31 -4.28  0.37
O4 -0.54 -1.83 -3.60  -0.72
H12 1.50 -0.77 1.17  0.14
H13 1.79 -2.15 0.24  0.28
O5 1.59 -1.68 1.06  -0.66
H14 -0.14 2.94 -0.71  0.55
H15 1.70 2.64 0.19  0.32
O6 1.28 3.51 0.22  -0.75
H16 2.95 0.50 2.57  0.25
H17 1.56 1.18 3.03  0.18
O7 2.07 0.77 2.35  -0.56
H18 -2.81 0.48 -1.92  0.22
H19 -2.74 0.53 -3.51  0.24
O8 -2.33 0.24 -2.70  -0.59
H20 0.19 -1.46 2.77  0.37
H21 -0.69 -2.55 2.16  0.35
O9 -0.46 -2.09 3.00  -0.68
H22 3.00 -0.59 -2.16  0.29
H23 1.57 0.00 -2.03  0.19
O10 2.26 -0.20 -2.66  -0.69
H24 -0.84 -3.51 -0.46  0.31
H25 -2.31 -3.85 -0.63  0.26
O11 -1.69 -3.38 -0.08  -0.58
H26 -0.08 1.92 3.78  0.39
H27 -0.17 3.07 2.97  0.31
O12 0.33 2.80 3.74  -0.68
H28 0.43 -2.37 -2.16  0.40
H29 0.94 -3.73 -1.78  0.26
O13 0.83 -2.87 -1.39  -0.60
H30 -0.90 0.21 4.77  0.26
H31 -1.53 -0.13 3.46  0.31
O14 -0.80 0.46 3.85  -0.63
H32 3.43 1.21 -0.54  0.32
H33 3.29 0.59 0.88  0.37
O15 3.87 0.68 0.10  -0.64



(2)
Entry from the Open Molecules 2025 dataset: a 14-piece molecular cluster, C3H34O14 overall (the ωB97M-V functional and the def2-TZVPD basis).

2S+1: 1
Gap between HOMO and LUMO, eV: 2.89
Charge: 0
Energy above the lowest of the compared OMol25 structures with the same formula, charge and spin, eV: 9.238

Last column: Mulliken charge in e.
CARTESIAN COORDINATES (ANGSTROEM)
O1 -2.24 -17.39 15.63  -0.51
H1 -2.75 -18.20 15.66  0.48
H2 -2.62 -16.74 15.04  0.45
H3 -1.96 -16.97 16.45  0.47
C1 -9.66 -19.57 15.09  -1.20
C2 -8.39 -18.89 15.53  0.60
C3 -8.69 -17.91 16.67  -1.23
O2 -7.27 -19.68 15.84  -0.93
H4 -10.14 -20.20 15.84  0.32
H5 -9.55 -20.10 14.15  0.30
H6 -10.41 -18.79 14.94  0.29
H7 -8.22 -18.14 14.76  0.06
H8 -8.91 -18.43 17.61  0.29
H9 -9.52 -17.24 16.46  0.31
H10 -7.91 -17.18 16.89  0.31
O3 -6.78 -26.48 14.98  -0.64
H11 -6.61 -25.94 15.75  0.32
H12 -7.06 -27.32 15.34  0.32
O4 -12.74 -12.00 18.62  -0.64
H13 -11.98 -12.45 19.00  0.31
H14 -12.75 -12.29 17.70  0.32
O5 -14.72 -17.38 17.06  -0.64
H15 -14.70 -18.31 17.30  0.32
H16 -13.87 -17.04 17.35  0.32
O6 -14.87 -23.19 11.43  -0.64
H17 -15.42 -23.78 11.93  0.32
H18 -13.97 -23.46 11.63  0.32
O7 -4.22 -14.25 12.49  -0.65
H19 -4.58 -14.61 11.68  0.33
H20 -4.79 -13.51 12.71  0.32
O8 -14.61 -21.97 19.34  -0.63
H21 -14.57 -22.70 18.73  0.32
H22 -14.16 -22.28 20.13  0.32
O9 -6.20 -21.81 20.67  -0.66
H23 -7.02 -21.65 21.14  0.32
H24 -6.41 -21.62 19.76  0.34
O10 -1.98 -21.69 13.25  -0.66
H25 -1.76 -22.61 13.44  0.33
H26 -2.86 -21.58 13.63  0.33
O11 -7.63 -9.49 18.43  -0.63
H27 -7.45 -10.42 18.52  0.31
H28 -6.93 -9.16 17.86  0.31
O12 -12.11 -14.32 13.70  -0.64
H29 -11.21 -14.49 13.40  0.32
H30 -12.66 -14.76 13.05  0.32
O13 -6.27 -22.51 10.17  -0.63
H31 -5.81 -21.90 10.75  0.31
H32 -6.33 -23.32 10.66  0.32
O14 -9.81 -20.10 7.17  -0.64
H33 -9.40 -19.24 7.14  0.31
H34 -9.16 -20.66 7.60  0.33



(3)
Entry from the Open Molecules 2025 dataset: a 17-piece molecular cluster, C3H38O17 overall (the ωB97M-V functional and the def2-TZVPD basis).

2S+1: 1
Gap between HOMO and LUMO, eV: 10.15
Charge: 0
Energy above the lowest of the compared OMol25 structures with the same formula, charge and spin, eV: 3.896

Last column: Mulliken charge in e.
CARTESIAN COORDINATES (ANGSTROEM)
O1 3.13 -1.00 0.91  -0.56
C1 2.31 -1.86 0.66  -0.18
C2 0.83 -1.79 0.94  0.40
C3 -0.03 -2.93 0.43  -1.41
H1 2.44 -2.74 0.07  0.43
H2 0.43 -0.74 0.84  0.10
H3 0.55 -1.91 2.03  0.17
H4 -0.02 -2.84 -0.68  0.31
H5 -1.04 -2.83 0.87  0.36
H6 0.33 -3.98 0.59  0.28
H7 -3.20 1.79 -3.43  0.27
H8 -2.81 0.87 -2.20  0.31
O2 -2.59 1.13 -3.09  -0.59
H9 1.94 0.30 -2.33  0.34
H10 2.49 0.09 -3.76  0.26
O3 1.82 0.58 -3.25  -0.58
H11 2.09 2.05 -0.25  0.27
H12 3.16 0.95 0.39  0.38
O4 3.02 1.68 -0.22  -0.67
H13 3.23 -3.43 2.50  0.28
H14 2.03 -3.93 3.45  0.26
O5 2.28 -3.51 2.63  -0.54
H15 -3.32 2.13 -0.10  0.43
H16 -2.58 0.88 0.69  0.22
O6 -3.11 1.19 -0.05  -0.56
H17 3.65 1.26 3.22  0.33
H18 3.75 0.07 2.37  0.39
O7 3.59 0.29 3.32  -0.66
H19 -4.39 -0.50 0.58  0.34
H20 -4.42 -2.00 0.45  0.30
O8 -4.64 -1.29 1.06  -0.67
H21 -1.02 2.34 1.82  0.25
H22 -2.41 1.87 2.49  0.27
O9 -1.97 2.48 1.89  -0.53
H23 0.99 -0.61 4.60  0.28
H24 1.90 -0.63 3.52  0.25
O10 1.05 -0.17 3.75  -0.54
H25 -0.55 0.96 -0.75  0.06
H26 0.37 1.39 -1.72  0.33
O11 0.38 1.25 -0.75  -0.28
H27 -2.85 4.11 -0.48  0.26
H28 -3.55 4.22 0.86  0.34
O12 -3.66 3.88 -0.03  -0.69
H29 -0.60 -3.78 -3.94  0.30
H30 -0.14 -2.30 -3.76  0.38
O13 -0.01 -3.22 -3.43  -0.63
H31 -3.86 -0.55 2.73  0.34
H32 -2.55 -0.79 3.60  0.27
O14 -3.00 -0.17 3.01  -0.59
H33 -1.23 4.56 -1.02  0.29
H34 0.20 4.01 -0.73  0.35
O15 -0.31 4.80 -0.89  -0.62
H35 4.17 -0.08 -1.14  0.25
H36 4.75 -0.37 -2.36  0.29
O16 4.12 -0.82 -1.77  -0.61
H37 -0.70 0.24 -4.10  0.28
H38 -0.09 -0.08 -5.45  0.30
O17 -0.37 -0.53 -4.61  -0.65



(4)
Entry from the Open Molecules 2025 dataset: C3H3AgCl9F2V as an isolated structure (the ωB97M-V functional and the def2-TZVPD basis).

2S+1: 5
Gap between HOMO and LUMO (spin up / spin down), eV: 7.21 / 3.47
⟨S²⟩: 6.010
Charge: +2

Last column: Mulliken charge in e.
CARTESIAN COORDINATES (ANGSTROEM)
Ag1 -15.09 0.26 12.76  0.81
V1 -17.24 0.60 10.52  1.48
F1 -16.78 -0.99 11.81  -0.51
F2 -15.17 0.82 10.53  -0.70
C1 -18.72 -1.23 14.78  0.36
Cl1 -19.91 -0.13 14.01  -0.15
Cl2 -18.88 -2.86 14.17  -0.08
Cl3 -18.90 -1.15 16.48  -0.06
H1 -17.76 -0.89 14.44  -0.04
C2 -19.29 -2.90 10.87  0.51
Cl4 -18.48 -4.48 11.00  0.12
Cl5 -20.85 -2.94 11.59  0.06
Cl6 -19.41 -2.43 9.18  -0.08
H2 -18.66 -2.20 11.41  -0.24
C3 -15.80 -3.28 9.28  0.66
Cl7 -14.33 -2.38 9.23  -0.02
Cl8 -15.55 -4.81 10.11  0.16
Cl9 -16.40 -3.77 7.71  0.00
H3 -16.55 -2.69 9.76  -0.27



(5)
Entry from the Open Molecules 2025 dataset: C3H3AgFO3 as an isolated structure (the ωB97M-V functional and the def2-TZVPD basis).

2S+1: 2
Gap between HOMO and LUMO (spin up / spin down), eV: 4.95 / 7.72
⟨S²⟩: 0.754
Charge: 0
Energy above the lowest of the compared OMol25 structures with the same formula, charge and spin, eV: 1.197

Last column: Mulliken charge in e.
CARTESIAN COORDINATES (ANGSTROEM)
C1 1.09 0.59 -0.20  0.32
C2 0.08 0.74 -1.26  -0.55
F1 1.25 1.73 0.54  -0.24
H1 2.00 -0.02 -0.34  0.26
H2 0.06 -0.11 -1.96  0.26
H3 -0.16 1.76 -1.56  0.27
O1 -1.46 0.43 -0.10  -0.50
C3 -1.10 -0.45 0.78  0.95
O2 -1.85 -1.35 1.21  -0.71
O3 0.23 -0.69 0.81  -0.57
Ag1 -0.14 -2.63 2.08  0.50



(6)
Entry from the Open Molecules 2025 dataset: C3H3AgFO4 as an isolated structure (the ωB97M-V functional and the def2-TZVPD basis).

2S+1: 3
Gap between HOMO and LUMO (spin up / spin down), eV: 7.32 / 2.43
⟨S²⟩: 2.010
Charge: +3
Energy above the lowest of the compared OMol25 structures with the same formula, charge and spin, eV: 0.000

Last column: Mulliken charge in e.
CARTESIAN COORDINATES (ANGSTROEM)
C1 2.74 -0.35 0.35  0.21
C2 1.83 0.81 0.14  -0.17
O1 0.53 0.47 0.18  -0.26
O2 3.99 -0.31 0.35  0.08
H1 2.39 -1.38 0.46  0.40
H2 2.09 1.32 -0.81  0.37
H3 2.06 1.60 0.90  0.37
F1 4.47 0.98 0.13  0.00
C3 -3.23 -0.45 -0.76  0.44
O3 -4.32 -0.56 -0.40  0.44
Ag1 -7.11 -1.23 -0.82  1.36
O4 -5.44 -0.90 0.28  -0.24



(7)
Entry from the Open Molecules 2025 dataset: C3H3AgLiO3 as an isolated structure (the ωB97M-V functional and the def2-TZVPD basis).

2S+1: 2
Gap between HOMO and LUMO (spin up / spin down), eV: 4.90 / 4.43
⟨S²⟩: 0.766
Charge: 0
Energy above the lowest of the compared OMol25 structures with the same formula, charge and spin, eV: 4.153

Last column: Mulliken charge in e.
CARTESIAN COORDINATES (ANGSTROEM)
O1 -0.56 -0.86 1.93  -0.56
C1 0.45 -0.09 2.13  0.27
C2 0.75 1.01 1.23  -0.66
H1 1.23 -0.38 2.86  0.32
H2 1.68 1.55 1.46  0.26
H3 -0.15 1.59 0.98  0.22
Ag1 -1.54 -1.06 -0.07  0.21
O2 1.20 0.59 -0.70  -0.28
C3 1.23 -0.70 -0.90  0.15
O3 0.87 -1.75 -1.48  -0.24
Li1 -0.08 0.50 -2.94  0.32



(8)
Entry from the Open Molecules 2025 dataset: C3H3AgLiO3 as an isolated structure (the ωB97M-V functional and the def2-TZVPD basis).

2S+1: 2
Gap between HOMO and LUMO (spin up / spin down), eV: 10.33 / 6.78
⟨S²⟩: 0.753
Charge: +2
Energy above the lowest of the compared OMol25 structures with the same formula, charge and spin, eV: 3.406

Last column: Mulliken charge in e.
CARTESIAN COORDINATES (ANGSTROEM)
O1 0.88 0.44 0.29  -0.33
C1 -0.58 0.85 0.32  -0.73
C2 -1.20 -0.50 0.31  0.03
O2 -0.14 -1.08 -0.88  -0.28
C3 1.00 -0.66 -0.48  1.11
O3 2.15 -1.10 -0.57  -0.58
Ag1 3.00 0.53 0.32  0.74
H1 -0.76 1.53 1.16  0.47
H2 -2.25 -0.59 0.01  0.30
H3 -1.07 -1.21 1.15  0.29
Li1 -1.02 1.79 -1.64  0.98



(9)
Entry from the Open Molecules 2025 dataset: C3H3AlLiO3 as an isolated structure (the ωB97M-V functional and the def2-TZVPD basis).

2S+1: 1
Gap between HOMO and LUMO (spin up / spin down), eV: 6.72 / 6.92
Charge: +1

Last column: Mulliken charge in e.
CARTESIAN COORDINATES (ANGSTROEM)
O1 -3.13 0.16 -0.05  -0.35
C1 -2.43 -0.78 0.09  0.37
C2 -1.13 -0.73 0.66  -0.70
Li1 -3.56 1.23 -1.47  0.85
Al1 -1.40 1.15 -0.26  0.11
H1 -2.19 -1.31 1.21  0.31
H2 -0.84 -0.49 1.68  0.40
O2 -0.54 2.77 1.60  -0.42
C3 -1.14 2.86 0.41  0.70
O3 -1.63 3.96 0.13  -0.56
H3 -0.65 3.65 2.00  0.30



(10)
Entry from the Open Molecules 2025 dataset: C3H3BiLiO3 as an isolated structure (the ωB97M-V functional and the def2-TZVPD basis).

2S+1: 2
Gap between HOMO and LUMO (spin up / spin down), eV: 6.85 / 8.29
⟨S²⟩: 0.756
Charge: +2
Energy above the lowest of the compared OMol25 structures with the same formula, charge and spin, eV: 0.000

Last column: Mulliken charge in e.
CARTESIAN COORDINATES (ANGSTROEM)
O1 -0.57 0.33 2.04  -0.33
C1 0.35 0.82 1.38  0.40
C2 0.22 0.96 -0.14  -0.71
H1 1.30 1.14 1.81  0.41
H2 1.02 1.59 -0.51  0.34
H3 -0.73 1.45 -0.36  0.45
Bi1 -1.66 -1.08 1.28  0.92
O2 0.22 -0.33 -0.91  -0.42
C3 -0.58 -1.35 -0.60  0.62
O3 -0.46 -2.29 -1.40  -0.59
Li1 0.88 -1.26 -2.60  0.92



(11)
Entry from the Open Molecules 2025 dataset: a 2-piece molecular cluster, C3H3Br overall (the ωB97M-V functional and the def2-TZVPD basis).

2S+1: 1
Gap between HOMO and LUMO, eV: 7.44
Charge: 0
Energy above the lowest of the compared OMol25 structures with the same formula, charge and spin, eV: 6.253

Last column: Mulliken charge in e.
CARTESIAN COORDINATES (ANGSTROEM)
C1 0.09 -0.63 -0.12  -0.15
C2 1.11 -1.28 0.19  -0.33
C3 -1.48 1.35 -0.61  -0.18
Br1 -0.48 2.69 0.14  -0.01
H1 1.03 -2.26 -0.48  0.22
H2 2.09 -1.08 0.81  0.27
H3 -2.37 1.20 0.06  0.17



(12)
Entry from the Open Molecules 2025 dataset: C3H3Br2Cl as an isolated structure (the ωB97M-V functional and the def2-TZVPD basis).

2S+1: 1
Gap between HOMO and LUMO (spin up / spin down), eV: 7.98 / 6.56
Charge: 0
Energy above the lowest of the compared OMol25 structures with the same formula, charge and spin, eV: 6.468

Last column: Mulliken charge in e.
CARTESIAN COORDINATES (ANGSTROEM)
C1 -1.64 -1.22 -0.54  0.16
C2 -4.33 0.38 -0.49  -0.03
C3 -0.72 -0.14 -0.09  -0.79
Cl1 -3.41 -0.88 -0.47  0.13
Br1 -1.43 -2.86 0.30  -0.11
Br2 -3.50 2.08 -0.15  -0.14
H1 0.25 -0.18 -0.60  0.29
H2 -1.16 0.89 -0.45  0.20
H3 -0.66 -0.12 1.03  0.29



(13)
Entry from the Open Molecules 2025 dataset: C3H3Br2N as an isolated structure (the ωB97M-V functional and the def2-TZVPD basis).

2S+1: 1
Gap between HOMO and LUMO, eV: 10.43
Charge: 0
Energy above the lowest of the compared OMol25 structures with the same formula, charge and spin, eV: 0.795

Last column: Mulliken charge in e.
CARTESIAN COORDINATES (ANGSTROEM)
C1 -0.63 -0.21 -1.52  0.21
C2 0.93 0.15 0.48  -1.09
C3 -0.48 0.01 0.07  0.19
N1 -0.79 -0.19 -2.65  -0.36
Br1 -1.44 1.59 0.75  0.00
Br2 -1.46 -1.65 0.73  -0.03
H1 0.98 0.21 1.62  0.34
H2 1.45 0.93 0.04  0.38
H3 1.44 -0.84 0.48  0.36



Ordered max |F| results: 3.66, 2.45, 3.65, 3.15, 4.45, 2.40, 6.80, 5.75, 9.86, 7.62, 6.11, 3.62, 5.36; unit eV Å⁻¹.